1.
A 8-piece molecular cluster, C22H60O8 overall in a non-equilibrium geometry, computed with the ωB97M-V functional and the def2-TZVPD basis.

Values from the calculation:
calculated total energy: -40153.772 eV
HOMO-LUMO gap (alpha / beta): 0.3499 / 0.1109 Ha
expectation value of S²: 0.75
multiplicity: 2
energy above the lowest of the compared OMol25 structures with the same formula, charge and spin: 182.5 kJ/mol
LUMO (alpha / beta): -2.52 / -9.02 eV
total charge: +1

Structure (XYZ):
```
90
Properties=species:S:1:pos:R:3:forces:R:3
C -11.154 11.817 -16.526 -0.0755 1.0213 0.4765
C -12.213 12.964 -16.621 1.3732 -2.6744 0.1388
O -11.792 13.864 -17.579 -0.0300 -0.2787 -0.4366
C -12.748 14.754 -18.059 -0.5474 1.9001 0.1468
C -13.808 14.287 -19.056 -0.1113 -0.9209 -1.1673
H -10.201 12.177 -16.136 0.0133 0.3129 -0.1269
H -11.419 11.025 -15.826 -0.5232 0.0743 -0.2019
H -10.946 11.410 -17.515 -0.2158 -0.0747 0.0589
H -13.210 12.557 -16.790 -0.4546 0.2048 -0.5606
H -12.393 13.581 -15.740 0.3360 0.2424 0.7863
H -13.210 15.129 -17.146 -0.6422 0.0203 0.2200
H -12.216 15.629 -18.432 0.2852 -0.3248 -0.3708
H -14.739 13.844 -18.703 0.1551 0.4452 0.6587
H -13.438 13.537 -19.755 0.5932 -0.0881 0.1562
H -14.005 15.119 -19.732 -0.1806 0.2657 0.3584
C -7.199 11.485 -18.692 0.0401 0.6674 0.1775
C -8.207 10.480 -19.195 1.0915 -0.3622 -0.4430
C -7.514 9.400 -20.086 -1.7143 0.4367 0.4143
O -8.872 9.943 -18.066 0.0632 -0.4367 0.6662
H -6.371 11.029 -18.149 -0.1290 -0.3987 -0.0699
H -7.643 12.188 -17.987 -0.2002 0.1299 -0.0592
H -6.745 12.060 -19.499 -0.1440 -0.0163 -0.1431
H -9.025 10.905 -19.776 0.3455 0.5686 -0.5081
H -6.518 9.060 -19.800 -0.1527 0.2530 0.1068
H -7.577 9.739 -21.120 0.4786 -0.0068 -0.0174
H -8.234 8.585 -20.024 0.3218 -0.5946 -0.2598
H -9.283 9.122 -18.347 -0.0759 -0.1947 0.1308
C -11.195 18.274 -19.660 0.0546 0.2546 -1.3510
C -11.290 18.516 -21.259 0.0752 -2.4891 1.8363
C -9.866 18.586 -21.836 -1.1016 1.9653 0.1674
O -11.916 17.346 -21.863 -0.1869 0.8845 0.5214
H -11.049 19.190 -19.088 0.3224 0.1564 -0.2188
H -10.345 17.611 -19.505 0.1544 0.0268 0.1727
H -12.071 17.819 -19.196 -0.4112 -0.1235 -0.4589
H -11.982 19.336 -21.452 0.4826 0.1420 -0.2463
H -9.356 17.623 -21.884 -0.2115 0.0513 0.0237
H -9.293 19.297 -21.241 0.3057 -0.1708 0.1050
H -9.987 19.078 -22.801 0.4291 -0.4923 -0.3412
H -11.249 16.656 -21.826 0.0512 -0.3547 -0.1209
C -13.922 14.141 -12.150 0.4961 -0.6922 0.6936
C -13.626 12.658 -11.917 -0.4779 0.7838 -0.5578
C -12.210 12.320 -12.326 -0.3902 -0.1289 -0.0128
O -13.903 12.398 -10.569 -0.0600 -0.2012 0.4233
H -14.045 14.372 -13.208 -0.0734 0.1168 0.0698
H -13.054 14.652 -11.734 -0.2659 0.6029 -0.0342
H -14.815 14.331 -11.555 0.0018 0.5022 -0.3317
H -14.350 12.138 -12.544 0.0999 -0.4463 -0.0978
H -11.935 11.313 -12.012 0.0408 -0.0350 -0.2238
H -11.496 13.034 -11.915 -0.0023 -0.0179 0.0254
H -12.246 12.414 -13.412 0.5855 -0.2049 -0.2738
H -14.186 11.483 -10.513 0.1681 -0.1867 0.2566
C -8.212 15.454 -16.316 -0.4408 0.2102 -1.3364
C -8.902 16.465 -17.271 0.2923 -0.0816 2.7913
C -9.389 17.658 -16.404 0.4378 -0.2514 -1.0021
O -8.038 16.937 -18.270 -0.4422 -0.4046 -0.2981
H -7.444 15.894 -15.680 -0.2854 0.2052 0.1812
H -7.707 14.700 -16.919 -0.2392 -0.3828 0.1282
H -9.068 15.063 -15.766 0.5045 -0.4452 0.5501
H -9.792 15.940 -17.616 0.1633 0.1010 -1.1042
H -8.628 17.862 -15.650 0.0048 0.3608 -0.1030
H -10.338 17.539 -15.880 -0.0874 -0.1571 -0.1987
H -9.432 18.429 -17.173 -0.3205 0.5993 0.6183
H -7.223 17.124 -17.798 0.3500 0.1826 -0.2290
C -11.085 12.558 -21.366 0.4672 0.0173 -0.1102
C -10.205 13.490 -20.520 -1.2363 1.1216 -1.2147
O -10.594 14.846 -20.774 -0.4559 0.8464 -0.0728
H -12.127 12.838 -21.525 -0.0912 0.2370 0.7406
H -11.023 11.539 -20.984 -0.0141 -0.1320 -0.2976
H -10.699 12.633 -22.382 0.1730 -0.4679 -0.0178
H -9.218 13.494 -20.983 0.4142 -0.7530 1.0720
H -10.331 13.421 -19.440 0.8340 -1.0290 0.0075
H -11.007 15.196 -19.981 0.0765 0.2082 -0.2516
C -13.875 9.207 -13.955 1.0251 -0.9986 0.2169
C -14.607 9.319 -12.655 -2.1390 -0.8859 -0.4990
O -13.968 8.915 -11.459 0.6259 0.8179 -0.3690
H -14.540 9.521 -14.760 0.2564 0.6196 0.0471
H -13.659 8.172 -14.220 0.0851 -0.2044 0.2866
H -12.899 9.688 -13.882 -0.0929 0.4779 -0.4680
H -15.460 8.648 -12.757 -0.3570 -0.1177 -0.1772
H -15.088 10.297 -12.654 0.3450 0.4138 0.7020
H -14.682 8.836 -10.822 0.1346 -0.1936 0.2596
C -15.253 15.918 -15.620 0.8898 1.4074 -0.5191
C -14.590 17.287 -15.338 0.1926 -0.1446 0.7737
O -15.436 18.305 -15.791 -0.7180 0.4936 -0.6322
H -14.585 15.065 -15.495 -0.0003 -0.0726 0.5303
H -15.430 16.004 -16.693 -0.7570 -0.4020 -0.0443
H -16.155 15.853 -15.013 0.0193 -0.3251 -0.3471
H -13.628 17.456 -15.823 0.3644 -0.6589 -0.0075
H -14.459 17.481 -14.273 0.2706 -0.4596 0.2087
H -14.920 18.905 -16.334 -0.2358 0.1335 0.0277
```
Positions in Å, forces in eV/Å.

Mulliken atomic charge list, values in e, 4 entries:
1 C -1.150
2 C -0.218
3 O 0.158
4 C 0.867

---

2.
C38H32CaF6N8O6S2 as an isolated structure, computed with the ωB97M-V functional and the def2-TZVPD basis.

Values from the calculation:
calculated total energy: -120551.118 eV
HOMO-LUMO gap: 0.3253 Ha
energy above the lowest of the compared OMol25 structures with the same formula, charge and spin: 27.3 kJ/mol
LUMO: -0.14 eV

Structure (XYZ):
```
93
Properties=species:S:1:pos:R:3:forces:R:3
Ca 0.619 0.209 0.543 -0.2513 0.3666 -0.3251
C 0.401 0.080 4.008 -0.1296 -0.0241 0.0241
C -0.998 -0.519 4.159 0.0419 -0.0452 -0.0507
C -1.488 -1.465 3.088 -0.0166 0.2822 0.0524
C -2.044 -2.683 3.465 -0.0205 0.0018 0.0148
C -2.529 -3.544 2.498 -0.0018 -0.0175 -0.0083
C -2.437 -3.164 1.172 -0.0154 0.0216 0.0014
C -1.867 -1.938 0.888 0.0172 0.0249 -0.0094
N -1.410 -1.086 1.809 0.0671 -0.4292 0.0538
N 0.571 1.139 2.999 0.0806 -0.0338 0.0391
C -0.397 2.232 3.141 0.0379 0.0149 0.0413
C -1.727 2.040 2.462 0.0193 -0.0156 -0.0925
C -2.915 2.329 3.121 -0.0175 0.0435 -0.0014
C -4.108 2.275 2.419 0.0058 -0.0032 0.0181
C -4.067 1.952 1.074 0.0234 0.0036 -0.0209
C -2.834 1.672 0.504 -0.0382 0.0057 -0.0084
N -1.689 1.693 1.176 -0.0119 0.0394 0.0179
C 1.909 1.724 3.191 0.0410 -0.0591 0.0275
C 3.040 0.817 2.785 -0.0921 -0.0106 -0.0961
C 4.203 0.701 3.526 0.0570 0.0045 -0.0083
C 5.269 -0.009 2.988 -0.0249 0.0311 0.0448
C 5.140 -0.563 1.729 -0.0256 0.0018 -0.0334
C 3.928 -0.423 1.071 0.0413 -0.0300 -0.0057
N 2.897 0.232 1.593 0.0756 0.0310 -0.0322
H 1.114 -0.715 3.780 0.0032 0.0031 0.0030
H 0.672 0.493 4.993 0.0018 -0.0006 0.0007
H -1.736 0.277 4.290 0.0136 -0.0132 -0.0101
H -0.990 -1.068 5.103 -0.0008 -0.0019 0.0008
H -2.077 -2.953 4.512 0.0003 -0.0001 0.0024
H -2.947 -4.503 2.775 -0.0025 0.0019 0.0017
H -2.758 -3.813 0.369 0.0030 0.0017 -0.0034
H -1.729 -1.639 -0.142 0.0311 -0.0041 -0.0242
H 0.049 3.097 2.647 -0.0254 0.0348 0.0392
H -0.550 2.488 4.200 0.0089 0.0002 0.0071
H -2.900 2.600 4.169 0.0060 -0.0043 -0.0003
H -5.047 2.491 2.911 0.0005 0.0030 0.0007
H -4.966 1.921 0.473 0.0032 -0.0036 -0.0040
H -2.757 1.432 -0.548 -0.0001 -0.0033 0.0082
H 2.042 2.048 4.234 0.0087 -0.0021 -0.0014
H 1.973 2.600 2.545 0.0077 0.0050 0.0017
H 4.275 1.169 4.499 -0.0003 0.0000 0.0013
H 6.189 -0.118 3.547 0.0005 0.0023 -0.0001
H 5.946 -1.115 1.268 -0.0024 -0.0016 -0.0035
H 3.771 -0.849 0.086 -0.0025 -0.0041 0.0080
F 1.981 -5.772 2.055 -0.0060 0.0157 -0.0010
C 1.168 -4.721 2.111 -0.0203 -0.0355 0.0145
F 0.765 -4.560 3.377 0.0099 0.0241 -0.0185
F 0.100 -4.962 1.354 0.0188 -0.0173 0.0160
S 2.042 -3.203 1.542 0.0921 -0.1475 0.1085
O 1.045 -2.161 1.663 -0.0420 0.1765 0.1818
O 3.205 -3.140 2.366 0.0047 -0.0373 0.0212
N 2.386 -3.522 0.055 0.1883 -0.1699 -0.0843
S 1.494 -2.968 -1.119 -0.0507 -0.0043 -0.0936
O 1.380 -1.525 -1.111 0.0412 0.0576 0.1288
O 0.303 -3.714 -1.392 -0.0299 -0.0061 -0.0390
C 2.652 -3.313 -2.507 -0.0551 0.0010 -0.0282
F 3.799 -2.663 -2.341 0.0060 0.0040 0.0056
F 2.896 -4.614 -2.610 -0.0006 0.0090 0.0034
F 2.077 -2.890 -3.635 0.0206 -0.0086 0.0171
N -7.123 -2.404 -7.418 0.0038 0.0029 0.0040
C -6.246 -2.052 -6.765 -0.0299 -0.0148 -0.0234
C -5.151 -1.609 -5.946 0.0049 0.0061 -0.0022
C -4.421 -0.482 -6.316 0.0121 -0.0008 0.0192
C -3.375 -0.049 -5.522 -0.0134 -0.0172 0.0096
C -3.052 -0.752 -4.368 0.0190 -0.0071 0.0054
C -3.766 -1.887 -4.004 -0.0093 0.0078 -0.0262
C -4.823 -2.310 -4.788 0.0155 0.0098 0.0114
N -1.984 -0.309 -3.555 0.0540 -0.0687 0.0002
C -0.760 0.177 -3.973 -0.0566 0.0969 -0.0036
C -0.066 0.466 -2.844 0.0632 -0.0810 0.0128
N -0.828 0.164 -1.730 -0.1241 0.0332 -0.1108
C -1.961 -0.297 -2.199 0.0123 0.0298 -0.0280
H -4.683 0.057 -7.215 -0.0018 -0.0002 -0.0006
H -2.819 0.841 -5.782 0.0001 0.0015 -0.0028
H -3.472 -2.450 -3.128 -0.0039 -0.0032 -0.0034
H -5.385 -3.193 -4.518 -0.0015 -0.0007 -0.0012
H -0.497 0.236 -5.014 -0.0008 0.0077 0.0016
H 0.940 0.835 -2.735 0.0020 -0.0090 -0.0115
H -2.819 -0.607 -1.624 0.0061 -0.0035 0.0133
O 2.215 1.343 -1.124 -0.1398 0.0160 0.0745
C 1.891 2.454 -0.634 0.0853 -0.1705 0.0741
O 1.080 2.562 0.329 0.0143 0.0940 0.0716
C 2.498 3.706 -1.209 0.0165 -0.0083 0.0007
C 2.123 4.956 -0.730 -0.0274 -0.0053 0.0205
C 2.693 6.105 -1.258 0.0068 -0.0026 -0.0068
C 3.642 6.007 -2.267 -0.0024 0.0101 0.0013
C 4.018 4.761 -2.749 0.0016 0.0011 -0.0077
C 3.447 3.613 -2.221 -0.0064 -0.0042 0.0105
H 1.380 5.007 0.054 0.0057 -0.0017 0.0004
H 2.399 7.077 -0.883 -0.0027 -0.0007 -0.0015
H 4.088 6.904 -2.679 -0.0007 -0.0002 -0.0001
H 4.759 4.685 -3.535 0.0003 -0.0009 0.0019
H 3.726 2.629 -2.575 0.0023 0.0047 -0.0063
```
Positions in Å, forces in eV/Å.

Mulliken atomic charge list, values in e, 4 entries:
1 Ca 2.106
2 C -1.200
3 C -1.299
4 C 0.867

---

3.
A 2-piece molecular cluster, C3H12N4 overall, computed with the ωB97M-V functional and the def2-TZVPD basis.

Values from the calculation:
calculated total energy: -9265.627 eV
HOMO-LUMO gap: 0.3641 Ha
SMILES: C/N=C\N.NCN
energy above the lowest of the compared OMol25 structures with the same formula, charge and spin: 65.4 kJ/mol
LUMO: 0.89 eV

Structure (XYZ):
```
19
Properties=species:S:1:pos:R:3:forces:R:3
N 0.241 0.593 0.820 0.1007 -0.1559 0.0263
C 0.852 1.783 1.398 0.0825 -0.0647 0.1703
N 1.780 1.606 2.507 0.0764 -0.0738 -0.0999
H 0.931 0.034 0.325 -0.0462 0.0591 0.0063
H -0.095 -0.008 1.565 -0.1527 0.0173 -0.0013
H 1.388 2.297 0.605 -0.0002 0.1095 -0.1219
H 0.055 2.444 1.739 -0.0152 0.0141 0.0099
H 1.326 1.151 3.290 -0.0279 0.0247 0.0388
H 2.557 1.014 2.232 -0.0417 0.0674 0.0226
C 0.047 -0.601 -2.331 -0.0716 -0.4243 -0.1142
N -2.194 -1.176 -0.817 0.0756 0.1880 0.1097
C -1.071 -1.988 -0.839 -0.3929 0.0322 0.0467
N 0.001 -1.780 -1.473 0.2246 0.0322 -0.2271
H -0.822 -0.590 -2.997 -0.0378 0.1170 -0.0126
H 0.932 -0.681 -2.954 0.1258 0.1465 -0.0252
H 0.074 0.343 -1.786 -0.0011 0.0724 0.1204
H -2.816 -1.317 -0.036 0.0140 -0.1676 -0.0766
H -1.989 -0.192 -0.932 0.0050 0.0044 -0.0729
H -1.196 -2.933 -0.318 0.0825 0.0014 0.2006
```
Positions in Å, forces in eV/Å.

Mulliken atomic charge list, values in e, 4 entries:
1 N -0.472
2 C -0.546
3 N -0.612
4 H 0.263